1.
A 2-piece molecular cluster, C28H53BBrCl2F3NO5 overall at a distorted geometry, computed with ωB97M-V with the def2-TZVPD basis set.

The HOMO energy comes out at -4.60 eV. Its net charge is -1.

```
94
Properties=species:S:1:pos:R:3:lowdin_charge:R:1
C 4.917 0.032 4.587 -0.124
O 5.146 -1.395 4.602 -0.246
C 3.997 -2.101 4.057 -0.244
C 4.372 -3.570 3.575 -0.166
C 5.414 -3.634 2.353 -0.185
C 5.427 -2.250 1.535 -0.219
C 6.270 -2.304 0.184 -0.202
C 5.608 -3.180 -0.984 -0.208
C 5.401 -2.232 -2.263 -0.221
C 4.357 -2.804 -3.332 -0.219
C 2.890 -3.071 -2.701 -0.218
C 2.188 -1.706 -2.203 -0.183
C 2.320 -1.495 -0.595 -0.179
C 2.926 -0.068 -0.194 -0.112
B 1.858 0.989 0.489 -0.796
O 1.637 1.998 -0.584 -0.097
C 0.294 2.492 -0.488 -0.615
Br 0.470 3.795 1.056 0.768
N -0.361 2.965 -1.729 0.098
C 0.041 4.162 -2.089 -0.341
C -1.106 5.158 -2.629 -0.047
C 1.531 4.697 -2.090 -0.068
C -0.604 1.263 0.148 -0.382
C -1.114 0.132 -0.891 -0.026
O -2.287 -0.597 -0.440 0.012
C -1.963 -1.732 0.301 -0.486
F -1.468 -1.446 1.590 0.117
F -1.158 -2.657 -0.380 0.102
F -3.192 -2.408 0.536 0.062
O -1.589 1.600 1.129 -0.114
C -2.669 2.372 0.562 -0.176
C -4.133 1.898 1.007 -0.280
C -4.159 0.685 2.043 -0.065
C -4.963 1.615 -0.345 -0.360
C -6.369 0.902 -0.100 -0.132
C -5.227 3.016 -1.106 -0.093
O 0.487 0.556 0.788 -0.020
H 5.911 0.591 4.682 0.094
H 4.228 0.276 5.472 0.097
H 4.439 0.393 3.619 0.089
H 3.226 -2.190 4.911 0.127
H 3.468 -1.472 3.255 0.121
H 4.840 -4.129 4.448 0.106
H 3.392 -4.087 3.270 0.118
H 6.478 -3.887 2.655 0.107
H 5.005 -4.424 1.627 0.104
H 4.336 -1.985 1.344 0.077
H 5.865 -1.389 2.157 0.116
H 7.275 -2.780 0.433 0.100
H 6.513 -1.260 -0.224 0.109
H 4.657 -3.716 -0.655 0.085
H 6.336 -4.004 -1.317 0.108
H 5.070 -1.182 -1.946 0.101
H 6.426 -2.127 -2.769 0.110
H 4.786 -3.757 -3.811 0.104
H 4.236 -1.983 -4.129 0.105
H 2.276 -3.536 -3.557 0.097
H 2.931 -3.874 -1.885 0.095
H 2.726 -0.865 -2.770 0.103
H 1.102 -1.712 -2.551 0.093
H 3.013 -2.350 -0.256 0.072
H 1.311 -1.726 -0.105 0.095
H 3.844 -0.120 0.484 0.071
H 3.295 0.430 -1.167 0.093
H 2.491 1.431 1.422 0.080
H -0.898 6.241 -2.367 0.077
H -1.071 5.055 -3.776 0.081
H -2.149 4.807 -2.329 0.063
H 1.789 5.351 -2.992 0.080
H 2.321 3.882 -2.047 0.085
H 1.654 5.356 -1.161 0.065
H -0.211 -0.509 -1.124 0.121
H -1.414 0.627 -1.885 0.139
H -2.611 2.420 -0.575 0.104
H -2.524 3.452 0.934 0.114
H -4.640 2.784 1.510 0.128
H -4.187 -0.308 1.488 0.066
H -5.159 0.760 2.607 0.077
H -3.350 0.728 2.839 0.091
H -4.257 1.025 -1.023 0.132
H -6.978 1.030 -1.068 0.062
H -6.196 -0.220 0.024 0.084
H -6.993 1.355 0.725 0.025
H -5.911 2.840 -2.010 0.073
H -5.800 3.711 -0.411 0.080
H -4.269 3.503 -1.484 0.061
Cl -9.104 -1.533 -1.427 0.547
C -10.522 -0.623 -0.854 -0.666
C -10.137 0.694 -0.211 -0.650
Cl -9.282 0.464 1.333 0.580
H -11.076 -1.259 -0.163 0.066
H -11.153 -0.438 -1.726 0.069
H -11.035 1.275 0.008 0.069
H -9.498 1.289 -0.866 0.064
```

---

2.
C3H3N3 as an isolated structure at a distorted geometry, computed with ωB97M-V with the def2-TZVPD basis set.

The HOMO energy comes out at -10.16 eV. The relative energy (zero: lowest compared OMol25 entry of this formula, charge and spin) is 119.75 kcal/mol.

```
9
Properties=species:S:1:pos:R:3:lowdin_charge:R:1
C -0.478 2.150 -0.809 0.031
C -0.680 -1.020 0.149 -0.149
C 0.511 -1.010 0.994 -0.233
H 0.252 2.968 -0.740 0.014
H -1.805 2.587 -0.734 0.172
H -1.413 -1.855 0.395 0.128
N 0.244 0.804 -0.791 -0.044
N -0.789 -0.133 -0.821 -0.071
N 1.525 -1.302 1.480 0.153
```

---

3.
A 2-piece molecular cluster, CH4O3 overall at a distorted geometry, computed with ωB97M-V with the def2-TZVPD basis set.

The HOMO energy comes out at -10.02 eV. The relative energy (zero: lowest compared OMol25 entry of this formula, charge and spin) is 131.94 kcal/mol.

```
8
Properties=species:S:1:pos:R:3:lowdin_charge:R:1
C -0.300 0.321 -0.320 -0.319
O -1.234 0.875 0.545 -0.048
O 0.296 -1.950 0.233 -0.022
O 0.651 -0.561 0.210 -0.158
H -0.626 -0.147 -1.172 0.072
H 0.541 1.517 -0.921 0.212
H -0.810 0.876 1.492 0.163
H 0.832 -2.501 -0.355 0.100
```

---

4.
An isolated ion of composition C29H50NO6 and charge +1 at a distorted geometry, computed with ωB97M-V with the def2-TZVPD basis set.

As for the SMILES: CCOCCCCC[C@H]1O[C@@H](CCCOC)[N@@+](CCCCCOC)(COc2ccccc2)[C@H]1CC=O. The HOMO energy comes out at -11.78 eV. Its net charge is +1.

```
86
Properties=species:S:1:pos:R:3:lowdin_charge:R:1
C -4.663 0.198 -4.435 -0.087
C -3.127 -0.068 -3.986 -0.281
O -2.882 -1.490 -4.006 -0.193
C -1.838 -1.859 -3.054 -0.224
C -1.379 -3.346 -3.434 -0.169
C -0.680 -4.140 -2.196 -0.179
C 0.857 -3.681 -2.154 -0.202
C 1.438 -3.503 -0.638 -0.099
C 0.981 -2.062 -0.119 -0.226
O 0.102 -1.938 1.033 -0.097
C 0.354 -0.696 1.790 -0.200
C 0.850 -1.271 3.202 -0.092
C -0.375 -1.117 4.252 -0.135
C -1.409 -2.372 4.176 -0.202
O -2.787 -1.934 4.015 -0.220
C -3.395 -2.507 2.829 -0.116
N 1.257 0.160 0.931 -0.094
C 0.244 0.920 0.082 -0.090
C 0.945 1.763 -1.126 -0.127
C -0.262 2.000 -2.205 -0.217
C -0.327 3.504 -2.767 -0.151
C 0.775 3.586 -3.971 -0.220
O 1.201 4.963 -4.079 -0.219
C 2.392 5.140 -3.248 -0.103
C 2.226 1.125 1.553 -0.118
O 1.684 2.414 1.885 -0.079
C 0.891 2.398 3.075 -0.194
C -0.511 3.095 2.982 -0.006
C -1.490 3.221 4.170 -0.045
C -1.087 2.640 5.557 -0.042
C 0.294 1.932 5.648 -0.054
C 1.286 1.811 4.446 -0.010
C 2.064 -0.930 0.234 -0.147
C 3.379 -1.495 0.965 -0.062
C 4.753 -0.806 0.430 -0.199
O 5.415 -1.230 -0.540 0.034
H -4.735 0.157 -5.585 0.084
H -5.047 1.223 -4.066 0.082
H -5.330 -0.626 -3.993 0.083
H -2.961 0.430 -2.968 0.102
H -2.482 0.517 -4.750 0.126
H -0.972 -1.117 -3.144 0.104
H -2.285 -1.847 -1.993 0.133
H -0.677 -3.315 -4.353 0.127
H -2.329 -3.897 -3.796 0.127
H -1.270 -3.942 -1.241 0.111
H -0.712 -5.250 -2.511 0.122
H 1.076 -2.730 -2.776 0.116
H 1.510 -4.504 -2.639 0.124
H 2.562 -3.663 -0.726 0.115
H 0.898 -4.289 -0.013 0.133
H 0.442 -1.630 -1.052 0.129
H -0.702 -0.270 1.856 0.174
H 1.841 -0.863 3.587 0.090
H 1.002 -2.412 3.085 0.137
H -0.017 -1.039 5.330 0.111
H -1.012 -0.189 3.987 0.113
H -1.079 -3.163 3.423 0.117
H -1.366 -2.884 5.213 0.133
H -2.650 -2.787 2.008 0.082
H -4.109 -3.382 3.056 0.103
H -4.065 -1.677 2.379 0.099
H -0.490 0.210 -0.461 0.143
H -0.444 1.590 0.723 0.143
H 1.323 2.762 -0.722 0.114
H 1.735 1.161 -1.685 0.112
H -0.213 1.201 -3.040 0.112
H -1.275 1.805 -1.676 0.105
H -0.083 4.202 -1.898 0.117
H -1.400 3.652 -3.172 0.123
H 0.270 3.167 -4.903 0.133
H 1.612 2.859 -3.656 0.114
H 2.297 6.177 -2.767 0.105
H 2.458 4.387 -2.385 0.079
H 3.298 5.069 -3.947 0.107
H 3.038 1.322 0.754 0.170
H 2.781 0.740 2.469 0.137
H -0.821 3.565 1.976 0.106
H -2.473 3.784 3.970 0.106
H -1.801 2.761 6.436 0.101
H 0.596 1.505 6.664 0.102
H 2.311 1.298 4.543 0.107
H 2.480 -0.671 -0.814 0.174
H 3.545 -2.620 0.842 0.132
H 3.395 -1.310 2.107 0.113
H 5.150 0.110 1.020 0.136
```

---

5.
C2H5BaMgO3 as an isolated structure at a distorted geometry, computed with ωB97M-V with the def2-TZVPD basis set.

Its multiplicity is 2. The HOMO energy (alpha / beta) comes out at -5.93 / -7.21 eV. The relative energy (zero: lowest compared OMol25 entry of this formula, charge and spin) is 29.42 kcal/mol. Its expectation value of S² is 0.75.

```
12
Properties=species:S:1:pos:R:3:lowdin_spin:R:1
O -0.523 -0.600 -1.652 0.005
C -1.476 0.001 -0.828 0.004
C -1.099 -0.050 0.663 0.008
O 0.255 0.270 0.784 0.120
Mg 1.879 0.819 1.701 0.601
H -2.475 -0.461 -0.951 0.000
H -1.570 1.072 -1.111 0.000
H -1.267 -1.060 1.085 0.001
H -1.742 0.645 1.232 0.001
Ba 1.458 -0.552 -0.996 0.127
O 2.813 -0.015 0.136 0.128
H 3.746 -0.068 -0.062 0.005
```

---

6.
A 2-piece molecular cluster, C4H6S overall at a distorted geometry, computed with ωB97M-V with the def2-TZVPD basis set.

The HOMO energy comes out at -8.95 eV. The relative energy (zero: lowest compared OMol25 entry of this formula, charge and spin) is 142.36 kcal/mol.

```
11
Properties=species:S:1:pos:R:3:lowdin_charge:R:1
C -0.555 1.925 -0.896 -0.150
C -0.080 0.611 -0.620 -0.201
C 0.468 -0.195 0.022 -0.088
C 0.878 -1.532 0.765 -0.731
H 0.002 2.649 -0.292 0.063
H -0.260 2.036 -2.145 0.142
H -1.735 2.228 -0.883 0.122
H 1.848 -1.426 1.378 0.062
H 1.405 -2.122 -0.185 0.103
H -1.834 -1.448 1.238 0.157
S -0.138 -2.727 1.617 0.521
```